Entry 1:
7 unconnected molecules or ions with the total composition C5H26NO6S in a non-equilibrium geometry, computed with ωB97M-V/def2-TZVPD.

Geometry as XYZ:
```
39
Properties=species:S:1:pos:R:3
C -1.35 -2.16 1.91
C -0.96 -0.62 1.61
C -0.19 -0.02 2.83
C -0.62 1.34 3.13
S 0.17 2.57 2.10
C 1.90 2.06 1.81
N -0.31 -0.50 0.24
H -2.41 -2.35 1.60
H -1.20 -2.49 2.94
H -0.70 -2.89 1.31
H -1.90 0.02 1.62
H -0.35 -0.83 3.59
H 0.94 -0.32 2.82
H -1.87 1.43 2.97
H -0.36 1.58 4.25
H 2.35 1.14 2.19
H 2.60 2.78 2.26
H 1.94 2.07 0.70
H -1.02 0.07 -0.49
H 0.47 0.03 0.27
H -0.01 -1.47 -0.17
H 0.44 -0.93 -3.52
H 1.78 -1.00 -4.45
O 1.39 -1.02 -3.53
H 3.95 -2.14 1.61
H 3.60 -3.60 1.32
O 3.36 -2.78 1.19
H -2.01 2.33 -1.64
H -1.25 1.40 -2.52
O -1.72 1.45 -1.63
H -0.14 3.18 -2.95
H 0.39 2.32 -3.99
O -0.36 2.41 -3.49
H 0.67 -2.84 -2.03
H 0.20 -4.10 -1.23
O 0.18 -3.04 -1.26
H -2.13 -0.61 -4.64
H -2.37 -0.57 -3.24
O -2.21 -1.19 -3.97
```

## Properties
HOMO level (spin up / spin down) (eV): -2.407 / -8.825
Charge: 0
Calculated total energy (eV): -30211.1157
LUMO energy (spin up / spin down) (eV): 0.3 / 0.1
Spin multiplicity: 2
Maximum force (hartree/bohr): 0.1427


Entry 2:
9 unconnected molecules or ions with the total composition C5H26O11 in a non-equilibrium geometry, computed with ωB97M-V/def2-TZVPD.

Geometry as XYZ:
```
42
Properties=species:S:1:pos:R:3
O -0.47 0.97 3.31
C -0.24 1.91 2.60
C -1.30 2.81 2.05
C -1.07 2.72 0.50
C -1.69 1.44 -0.13
C -0.65 0.38 -0.52
O -1.21 -0.56 -1.40
H 0.75 2.03 2.11
H -2.22 2.25 2.23
H -1.39 3.86 2.30
H -1.57 3.51 -0.05
H -0.01 2.76 0.25
H -2.52 1.06 0.46
H -2.20 1.74 -1.06
H -0.24 -0.07 0.40
H -4.09 -1.77 -0.85
H -2.57 -2.99 0.46
O -2.43 -3.37 -0.41
H 3.35 0.94 -1.85
H 2.11 1.31 -0.80
O 3.03 1.37 -1.06
H 1.69 -0.74 2.09
H 2.04 -0.81 3.50
O 1.61 -1.35 2.83
H -1.74 -4.04 -0.36
H 0.47 0.67 -2.10
O 0.37 1.05 -1.22
H 4.33 -1.30 -0.47
H 2.84 -1.65 -0.62
O 3.56 -1.15 -1.02
H 3.80 2.13 1.27
H 3.79 0.86 0.53
O 4.21 1.26 1.31
H 0.26 -2.56 -0.61
H 1.30 -2.35 -1.74
O 1.17 -2.70 -0.85
H -1.19 -3.26 -2.68
H -0.93 -1.75 -2.74
O -0.56 -2.61 -3.00
H -2.11 -0.79 -1.08
H -4.29 -0.36 -0.41
O -3.97 -0.86 -1.17
```

## Properties
HOMO level (eV): -10.209
ΔE to the lowest compared entry with this formula, charge and spin (kJ/mol): 181.2
Charge: 0
Calculated total energy (eV): -28128.3620
Structure (SMILES): O=CCCCC(O)O.O.O.O.O.O.O.O.O
LUMO energy (eV): -0.3
Maximum force (hartree/bohr): 0.0446


Entry 3:
10 unconnected molecules or ions with the total composition C5H27N2O9 in a non-equilibrium geometry, computed with ωB97M-V/def2-TZVPD.

Geometry as XYZ:
```
43
Properties=species:S:1:pos:R:3
C 0.74 1.55 -3.45
C 1.02 0.24 -2.79
C 0.84 0.61 -1.35
C 1.02 1.79 -0.61
N 0.49 1.57 0.75
C 0.21 0.24 0.78
N 0.41 -0.32 -0.40
H 0.58 1.29 -4.51
H -0.31 1.85 -3.03
H 1.45 2.34 -3.48
H 1.90 -0.21 -3.12
H 0.21 -0.41 -2.93
H 1.10 2.73 -0.93
H 0.39 2.27 1.51
H -0.18 -0.28 1.69
H 0.12 -1.16 -0.68
H 3.79 -1.57 -1.29
H 2.85 -1.72 -2.60
O 2.91 -1.44 -1.67
H 2.82 -0.72 1.27
H 3.48 -0.04 2.53
O 3.52 0.02 1.54
H -0.73 -3.29 1.02
H -0.68 -1.97 1.67
O -0.92 -2.44 0.74
H -2.90 3.00 1.30
H -3.64 1.51 1.26
O -3.29 2.19 1.88
H -0.87 -0.97 4.25
H -0.24 0.01 3.33
O -0.48 -0.94 3.46
H -1.37 2.01 3.63
H -1.87 1.73 2.38
O -1.00 1.70 2.88
H 1.92 -3.25 0.22
H 1.68 -1.66 -0.13
O 1.66 -2.39 0.41
H -2.94 0.11 -0.48
H -3.03 1.57 -1.36
O -3.01 1.19 -0.46
H -2.92 -2.52 -1.74
H -2.04 -2.30 -0.46
O -2.68 -1.92 -1.04
```

## Properties
HOMO level (eV): -12.998
ΔE to the lowest compared entry with this formula, charge and spin (kJ/mol): 352.4
Charge: +1
Calculated total energy (eV): -27022.4024
LUMO energy (eV): -2.4
Maximum force (hartree/bohr): 0.1117